ORCA calculation (ωB97M-V/def2-TZVPD) on 10 unconnected molecules or ions with the total composition C28H57IO12S at a distorted geometry.

Structure (ORCA input):
```
! RIJCOSX wB97M-V def2-TZVPD def2/J DEFGRID3
* xyz 0 1
C 6.75649 -2.99642 1.08768
O 5.60820 -2.16363 1.47828
S 4.40603 -2.10297 0.27110
O 3.53426 -0.83833 0.62472
O 3.28983 -3.42018 0.41703
I 3.43515 -4.04339 2.37291
H 7.63531 -2.72196 1.84641
H 7.15881 -2.77265 -0.01305
H 6.54962 -4.15713 1.11304
C -1.77738 0.48427 0.14464
C -1.15420 -0.75248 0.73478
O -1.84590 -1.68852 1.13239
C 0.34795 -0.79958 0.81953
H -2.86735 0.37787 0.14721
H -1.50970 1.35767 0.74469
H -1.44093 0.61361 -0.88704
H 0.71032 0.01655 1.44967
H 0.77902 -0.72740 -0.18218
H 0.65649 -1.75076 1.26621
C 3.06646 3.56271 0.53016
C 2.04437 2.90096 1.41537
O 0.86169 2.83275 1.08471
C 2.52537 2.32591 2.72068
H 2.57638 3.93108 -0.37730
H 3.51758 4.41005 1.05271
H 3.83412 2.83939 0.24417
H 2.95232 3.11812 3.34082
H 3.26899 1.54749 2.53216
H 1.67925 1.88046 3.25462
C -4.58477 0.36456 -4.42413
C -3.25157 0.22796 -3.73851
O -2.41573 1.12917 -3.78228
C -2.98073 -1.05387 -2.99728
H -4.64033 1.34030 -4.91829
H -4.69568 -0.41717 -5.17988
H -5.38958 0.29900 -3.68774
H -3.02011 -1.89875 -3.68943
H -3.71418 -1.18254 -2.19732
H -1.98080 -1.01147 -2.55255
C -7.99285 0.42794 -1.00014
C -7.54449 1.75590 -1.54938
O -6.64969 1.82998 -2.38994
C -8.23336 2.98959 -1.03039
H -7.40824 -0.37298 -1.46502
H -7.82955 0.39848 0.08015
H -9.04930 0.26855 -1.22990
H -8.08075 3.07429 0.04849
H -9.30058 2.94421 -1.26154
H -7.80701 3.87427 -1.51517
C 5.13220 7.92202 -0.54280
C 5.75538 6.68528 0.04734
O 5.06368 5.74923 0.44495
C 7.25754 6.63817 0.13209
H 4.04224 7.81563 -0.54023
H 5.39988 8.79542 0.05725
H 5.46866 8.05136 -1.57448
H 7.61990 7.45431 0.76223
H 7.68861 6.71036 -0.86962
H 7.56607 5.68700 0.57877
C -5.16678 1.12785 2.13041
C -6.18887 0.46610 3.01562
O -7.37154 0.39789 2.68496
C -5.70786 -0.10895 4.32092
H -5.65686 1.49622 1.22295
H -4.71566 1.97519 2.65296
H -4.39911 0.40453 1.84442
H -5.28092 0.68326 4.94107
H -4.96425 -0.88737 4.13241
H -6.55399 -0.55440 4.85487
C -2.17175 -6.32428 -0.12846
C -2.55269 -6.17154 1.31990
O -2.45635 -7.11089 2.10797
C -3.05596 -4.82505 1.76662
H -1.82643 -7.34816 -0.30674
H -3.04052 -6.13254 -0.76330
H -1.36102 -5.63387 -0.37408
H -3.96412 -4.56654 1.21627
H -2.28452 -4.06788 1.60535
H -3.29248 -4.86242 2.83531
C 11.31366 6.94944 -2.89416
C 9.96286 7.59742 -3.04116
O 9.28629 7.89357 -2.05767
C 9.47201 7.86903 -4.43800
H 11.53736 6.81420 -1.83066
H 11.31033 5.96959 -3.37833
H 12.08240 7.58913 -3.33478
H 9.38657 6.93018 -4.99093
H 10.15881 8.54970 -4.94735
H 8.48387 8.33887 -4.39038
C -3.64737 -12.22462 1.19012
C -3.20503 -10.83952 0.80029
O -3.21402 -10.47309 -0.37374
C -2.75136 -9.92018 1.90251
H -3.94724 -12.77578 0.29254
H -2.82160 -12.75751 1.66832
H -4.50388 -12.16449 1.86619
H -1.88567 -10.35034 2.41240
H -3.56805 -9.75746 2.61032
H -2.46162 -8.95498 1.47368
*
```

Values from the calculation:
Energy: -2699.6904 a.u.
Relative energy (zero: lowest compared OMol25 entry of this formula, charge and spin): 208.01 kJ/mol